Below is C23H24Br3N3O9 as an isolated structure, with properties calculated with wB97M-V/def2-TZVPD.

Each line ends with the Mulliken spin population.
Cartesian coordinates (Å):
C 3.645 -0.185 4.059  -0.01
H 2.414 1.378 1.658  -0.03
H -4.202 1.026 -6.697  0.00
C 4.988 -0.305 4.315  0.00
H -0.643 2.856 -1.909  0.01
O -3.455 7.540 4.377  0.00
C -0.963 1.949 -2.422  -0.01
C 1.169 -5.857 -2.343  0.00
H 1.991 -2.634 -1.820  0.01
C -0.244 -4.434 -3.540  0.01
O 4.719 -4.958 3.776  0.00
H -4.303 4.941 4.011  0.00
O 6.667 -3.950 4.079  0.00
C 2.861 -1.309 3.843  -0.01
O -3.279 1.367 -4.982  0.00
H 5.549 0.593 4.530  0.00
C -4.161 0.527 -5.729  0.00
O 3.519 -4.038 -0.340  0.00
H 0.076 -2.370 -3.382  0.00
C -5.576 0.303 -5.245  0.00
C -3.370 3.607 2.750  0.00
C 0.361 -3.355 -3.042  -0.01
H 1.852 -1.171 3.483  0.01
H 1.525 -6.807 -1.971  0.00
Br 0.150 0.839 2.505  0.23
H -6.133 -0.346 -5.921  0.00
C -2.655 0.982 -3.864  0.00
C -2.572 3.370 1.673  0.00
N -2.754 7.335 3.389  0.00
H -1.372 1.344 -1.614  0.00
C 4.830 -2.674 4.141  0.00
H 2.834 -3.430 3.816  0.00
C 0.098 -5.690 -3.163  0.00
H -0.062 1.477 -2.814  0.00
C -1.748 4.406 1.127  0.00
Br 1.700 -0.376 -0.159  0.30
H -1.061 -4.316 -4.237  0.00
H 3.172 0.786 4.053  0.00
C 5.628 -1.481 4.303  0.00
C 1.466 -3.524 -2.135  0.00
H -1.045 4.236 0.325  0.01
H -2.623 2.401 1.198  0.00
H -0.456 -6.505 -3.604  0.00
O -2.740 -0.100 -3.280  0.00
H -3.698 -0.446 -5.893  0.00
N 5.422 -4.004 4.036  0.00
O -1.889 2.065 -3.519  0.00
H 6.703 -1.516 4.391  0.00
C -2.691 5.927 2.815  0.00
H -0.936 6.405 1.515  0.00
H -4.022 2.793 3.031  0.00
C 3.430 -2.546 3.988  0.00
C -3.571 4.875 3.219  0.00
H -6.069 1.261 -5.081  0.00
N 3.040 -5.009 -0.904  0.00
C -1.753 5.718 1.682  -0.01
O -2.137 8.221 2.893  0.00
C 1.839 -4.814 -1.727  0.01
H -5.510 -0.287 -4.331  0.00
C 1.500 1.193 1.094  0.27
Br 1.166 2.893 0.260  0.20
O 3.378 -6.179 -0.667  0.00

Its total energy is -9453.98518 Eh. The expectation value of S² is 0.75. As for the spin multiplicity: 2. The value obtained for the HOMO-LUMO gap (alpha / beta) is 0.12300 / 0.28894 hartree. As for the total charge: -1.